No. 1
Below is a 11-piece molecular cluster, C38H107N9O12 overall in a non-equilibrium geometry, with properties calculated with ωB97M-V/def2-TZVPD.

HOMO energy, hartree: -0.322
LUMO, Ha: 0.003
Structure (SMILES): COC[C@H](C)N.COC[C@H](C)N.COC[C@H](C)N.COC[C@H](C)N.COC[C@H](C)N.COC[C@H](C)N.COC[C@H](C)N.COC[C@H](C)N.COC[C@H](C)N.OCCO.O
Energy, eV: -79112.996

```
! RIJCOSX wB97M-V def2-TZVPD def2/J DEFGRID3
* xyz 0 1
C 4.6639 -4.1929 -2.1213
O 3.5643 -3.4079 -2.5404
C 3.6143 -2.0979 -2.0264
C 4.4726 -1.1589 -2.9543
C 4.3010 0.2678 -2.4301
N 4.0924 -1.1074 -4.3778
H 5.5972 -3.7525 -2.4721
H 4.4400 -5.1279 -2.6348
H 4.6325 -4.4624 -1.0656
H 2.5778 -1.8101 -1.8504
H 3.8896 -2.1315 -0.9723
H 5.5180 -1.4641 -2.9092
H 4.5838 0.3499 -1.3806
H 3.2866 0.6285 -2.6005
H 4.9841 0.8714 -3.0278
H 4.0845 -2.0840 -4.6350
H 3.1643 -0.7378 -4.5261
C -3.0400 0.3701 -3.1930
O -3.0780 0.6764 -4.6109
C -4.1393 0.0303 -5.2750
C -4.1049 0.2911 -6.8212
C -5.2095 -0.4099 -7.5640
N -2.9294 -0.2354 -7.4067
H -3.8291 -0.3090 -2.8700
H -3.2194 1.3246 -2.6982
H -2.0778 -0.1163 -3.0328
H -4.1155 -1.0282 -5.0163
H -5.1157 0.3268 -4.8917
H -4.1166 1.3428 -7.1074
H -5.2688 -1.4767 -7.3484
H -5.1557 -0.4127 -8.6527
H -6.1772 0.0250 -7.3140
H -2.2566 0.4340 -7.0612
H -2.7468 -1.1093 -6.9345
C 2.7966 3.7014 4.6879
O 3.5277 4.4089 3.6397
C 4.1068 3.5199 2.7645
C 4.4203 4.4060 1.5004
C 4.8523 3.4702 0.3718
N 5.4706 5.3430 1.8716
H 2.3421 2.7303 4.4919
H 2.0389 4.4300 4.9764
H 3.3664 3.6412 5.6151
H 4.9941 3.0094 3.1389
H 3.3091 2.8521 2.4392
H 3.5142 4.8867 1.1315
H 5.5950 2.7628 0.7407
H 5.0521 4.0784 -0.5105
H 3.9073 2.9391 0.2578
H 6.3081 4.7806 1.9205
H 5.2397 5.6624 2.8015
C 3.8901 -6.6764 0.3687
O 3.9797 -5.9889 1.6406
C 2.7318 -5.8697 2.3750
C 1.8455 -4.8031 1.5863
C 2.3563 -3.2850 1.5181
N 0.5176 -4.8282 2.2252
H 3.4512 -7.6576 0.5495
H 4.8591 -6.8207 -0.1093
H 3.2224 -6.1501 -0.3134
H 2.1466 -6.7884 2.4179
H 2.9125 -5.4403 3.3605
H 1.7686 -5.1549 0.5576
H 1.5636 -2.5755 1.2807
H 3.1244 -3.0954 0.7684
H 2.5082 -2.9579 2.5468
H -0.1705 -4.1822 1.8656
H 0.6521 -4.5499 3.1868
C -5.6551 -1.0451 0.0092
O -4.6887 -2.0583 -0.0633
C -3.6548 -1.9067 0.9427
C -2.5939 -2.9981 0.7909
C -3.0727 -4.4715 1.1453
N -1.4455 -2.8716 1.5910
H -5.3438 -0.0128 -0.1509
H -6.0344 -1.0249 1.0309
H -6.4872 -1.2571 -0.6622
H -3.2542 -0.9007 0.8175
H -3.9296 -1.8515 1.9961
H -2.2595 -2.9317 -0.2444
H -2.2251 -5.1350 0.9735
H -3.9197 -4.8081 0.5475
H -3.4301 -4.4889 2.1749
H -0.8651 -2.1376 1.2108
H -1.7716 -2.4179 2.4325
C 1.8474 -6.4486 -5.5901
O 1.6972 -5.0535 -5.3033
C 0.9043 -4.7428 -4.1654
C 0.5757 -3.2337 -4.0928
C -0.2929 -2.8305 -2.8575
N -0.2198 -2.8893 -5.2335
H 2.1698 -7.0076 -4.7117
H 2.4980 -6.5419 -6.4597
H 0.8147 -6.7462 -5.7722
H -0.0936 -5.1730 -4.0807
H 1.4993 -4.9720 -3.2813
H 1.5585 -2.7648 -4.1390
H -1.2915 -3.2649 -2.8113
H -0.4272 -1.7490 -2.8805
H 0.1697 -3.1263 -1.9159
H 0.1216 -3.3850 -6.0445
H -1.2241 -2.9960 -5.2417
C -2.6336 8.6445 1.0654
O -2.1070 8.0162 -0.1215
C -1.3583 6.8143 0.1449
C -0.7893 6.3084 -1.1697
C -0.3984 4.8079 -1.0124
N 0.3052 7.1670 -1.4991
H -1.8427 9.0471 1.6982
H -3.3723 8.0631 1.6172
H -3.1457 9.4959 0.6171
H -0.5311 6.9542 0.8408
H -2.1364 6.1468 0.5150
H -1.4849 6.2207 -2.0044
H 0.3380 4.7101 -0.2147
H 0.0162 4.4377 -1.9500
H -1.2445 4.1505 -0.8124
H 0.3418 7.1862 -2.5082
H -0.1311 8.0470 -1.2639
C -3.5028 3.1375 1.1063
O -3.3302 3.9627 2.2229
C -1.9970 4.0057 2.7385
C -1.8632 5.1077 3.7663
C -0.4399 5.1254 4.4198
N -2.8547 4.9268 4.7991
H -3.1973 3.5464 0.1432
H -4.5509 2.8755 0.9617
H -3.0443 2.1574 1.2377
H -1.6760 3.0118 3.0501
H -1.3180 4.2227 1.9138
H -2.0352 6.0302 3.2118
H -0.2559 4.3334 5.1458
H -0.2604 6.1351 4.7894
H 0.3921 5.0548 3.7192
H -3.6992 4.6866 4.2998
H -3.0930 5.7525 5.3297
C -1.3485 -4.4348 4.8683
O -1.6829 -3.0677 4.6957
C -0.6829 -2.1267 5.0138
C -1.3470 -0.7393 5.1478
C -1.8702 -0.2308 3.8216
N -0.5680 0.3324 5.7912
H -1.6806 -4.6939 5.8736
H -0.2963 -4.6661 4.7028
H -1.8641 -5.1182 4.1935
H -0.2373 -2.3837 5.9748
H 0.1796 -2.3410 4.3829
H -2.1549 -0.8887 5.8640
H -2.8520 -0.6709 3.6469
H -1.2011 -0.3880 2.9756
H -2.1653 0.8159 3.8955
H -0.5268 0.1668 6.7866
H -1.2038 1.1044 5.9321
O 1.3972 1.6824 -0.6058
C 0.2360 0.9425 -0.9002
C -0.4814 0.5445 0.4029
O 0.1907 -0.5601 0.8658
H 2.0167 1.1186 -0.1368
H -0.4000 1.5686 -1.5259
H 0.4761 0.0485 -1.4758
H -1.5264 0.2675 0.2631
H -0.4609 1.4258 1.0439
H 1.0965 -0.2831 1.0216
O 2.9088 0.0386 1.5031
H 2.4742 -0.1331 2.3384
H 3.7115 -0.4818 1.5388
*
```

---

No. 2
Below is one molecule with the formula HO5PS in a non-equilibrium geometry, with properties calculated with ωB97M-V/def2-TZVPD.

HOMO energy (alpha / beta), hartree: -0.438 / -0.350
Relative energy (zero: lowest compared OMol25 entry of this formula, charge and spin), kJ/mol: 195.0
LUMO (alpha / beta), Ha: -0.070 / -0.164
Energy, eV: -30376.409

```
! RIJCOSX wB97M-V def2-TZVPD def2/J DEFGRID3
* xyz 0 1
O -0.1541 -0.9893 -1.2725
O -0.4393 0.8503 0.2785
O -2.7595 0.0290 0.7181
O 0.6349 -1.0572 1.2025
O 1.8466 0.1664 -0.5203
P 0.3621 -0.3519 -0.1054
S -2.0049 0.7058 -0.2918
H 2.5142 0.6468 -0.0090
*
```

---

No. 3
Below is a 3-piece molecular cluster, C5H13NO2 overall in a non-equilibrium geometry, with properties calculated with ωB97M-V/def2-TZVPD.

HOMO energy, hartree: -0.284
Relative energy (zero: lowest compared OMol25 entry of this formula, charge and spin), kJ/mol: 436.3
LUMO, Ha: -0.089
Energy, eV: -10977.357

```
! RIJCOSX wB97M-V def2-TZVPD def2/J DEFGRID3
* xyz 0 1
N 0.8506 1.2545 0.6886
C -0.0678 0.3767 0.0935
C 0.5662 -0.8136 -0.5808
C -3.8983 0.0492 -0.1969
C -2.4398 -0.3902 -0.1758
C -1.4612 0.4517 0.2774
H 1.1054 1.0222 1.6431
H 1.7241 1.1953 0.1548
H 1.3149 -1.2909 0.0352
H 1.0235 -0.4898 -1.5206
H -3.9668 0.9961 0.3098
H -4.2334 0.1862 -1.2252
H -4.5549 -0.6077 0.3515
H -2.2106 -1.1972 -0.8521
H -1.7574 1.3560 0.8316
H 4.3162 -0.7494 1.6061
H 3.4593 -0.1423 0.3675
O 3.4132 -0.7594 1.2690
H 3.8912 0.6809 -1.4548
H -0.2627 -1.5283 -0.7546
O 3.1883 0.3999 -0.8673
*
```

---

No. 4
Below is a 3-piece molecular cluster, C3H13NO3 overall in a non-equilibrium geometry, with properties calculated with ωB97M-V/def2-TZVPD.

HOMO energy (alpha / beta), hartree: 0.043 / -0.204
Relative energy (zero: lowest compared OMol25 entry of this formula, charge and spin), kJ/mol: 97.5
LUMO (alpha / beta), Ha: 0.094 / 0.091
Energy, eV: -10952.182

```
! RIJCOSX wB97M-V def2-TZVPD def2/J DEFGRID3
* xyz -1 2
C 0.1422 -0.3770 1.6955
C 0.1709 -0.0754 0.2052
C -0.6199 1.1905 -0.1005
O -0.5979 1.4044 -1.5217
N 1.3996 -0.9128 2.2111
H -0.1042 0.5450 2.2488
H -0.7433 -0.9364 2.0367
H 1.1757 0.1363 -0.1598
H -0.2487 -0.8947 -0.3574
H -1.6789 0.9999 0.1006
H -0.3009 2.0329 0.5028
H -0.0968 2.2264 -1.5683
H 1.3928 -1.9007 1.9737
H 1.5987 -0.7716 3.1940
H -1.0949 3.4246 -6.5034
H -1.9611 3.5072 -5.1790
O -1.2145 3.0875 -5.6098
H 1.1862 -3.4853 2.0758
H 0.7092 -4.8116 2.8050
O 0.8857 -4.3892 1.9509
*
```

---

No. 5
Below is one molecule with the formula C5H7ClS2 in a non-equilibrium geometry, with properties calculated with ωB97M-V/def2-TZVPD.

HOMO energy, hartree: -0.326
Relative energy (zero: lowest compared OMol25 entry of this formula, charge and spin), kJ/mol: 113.9
LUMO, Ha: -0.017
Structure (SMILES): C=C[C@@H](Cl)C(=S)SC
Energy, eV: -39489.903

```
! RIJCOSX wB97M-V def2-TZVPD def2/J DEFGRID3
* xyz 0 1
C -2.7496 0.4148 0.6663
C -1.7977 0.3467 -0.2685
C -0.3601 -0.0861 -0.2108
Cl -0.1888 -1.5321 -1.2772
C 0.6668 1.1213 -0.4769
S 0.1309 2.5701 -0.9536
S 2.4174 0.8495 -0.1990
C 2.5705 -0.8708 0.2603
H -2.6201 0.1159 1.6575
H -3.7644 0.6732 0.3663
H -2.0695 0.6969 -1.2949
H -0.0872 -0.4735 0.7898
H 2.0646 -1.2324 1.1710
H 3.6472 -1.1126 0.3252
H 2.1400 -1.4810 -0.5556
*
```

---

No. 6
Below is C22H28BiN10O4 as an isolated structure in a non-equilibrium geometry, with properties calculated with ωB97M-V/def2-TZVPD.

HOMO energy, hartree: -0.536
Relative energy (zero: lowest compared OMol25 entry of this formula, charge and spin), kJ/mol: 25.7
LUMO, Ha: -0.356
Energy, eV: -52170.658

```
! RIJCOSX wB97M-V def2-TZVPD def2/J DEFGRID3
* xyz 3 1
Bi -0.6444 -5.7209 20.0220
N -0.2850 -9.5870 19.7927
N -1.4235 -10.0949 20.4464
C -2.3246 -9.3046 20.9182
N -3.3774 -9.8201 21.5549
N -2.1795 -7.9570 20.7565
N -3.1478 -7.0772 21.0993
O -2.6778 -5.8395 21.0455
O -4.2738 -7.3330 21.3592
H -0.4319 -9.7631 18.8265
H 0.5481 -10.1148 20.0660
H -1.4097 -11.0865 20.6591
H -3.5059 -10.7650 21.8876
H -4.1436 -9.2871 21.8609
C -0.6143 -1.3750 19.6235
C -1.0659 -2.5376 20.5138
O -1.2576 -3.6886 20.0013
N -1.2405 -2.4313 21.7974
C -1.7828 -3.4156 22.6180
C -0.7435 -4.3350 23.2288
C -0.2660 -4.1683 24.5573
C 0.7082 -5.0113 25.0054
C 1.3245 -5.8544 24.0863
C 0.8901 -5.8922 22.8223
N -0.2349 -5.2806 22.4381
H -0.1852 -1.7581 18.6909
H 0.0291 -0.7353 20.2056
H -1.4985 -0.7510 19.3412
H -1.0576 -1.4960 22.2116
H -2.5710 -4.0095 22.0494
H -2.3230 -2.9750 23.4504
H -0.6769 -3.3495 25.2466
H 1.0275 -5.0660 26.0558
H 2.2932 -6.3534 24.2901
H 1.4020 -6.3621 22.0199
C -8.2532 -9.3770 15.9014
C -7.7649 -8.0264 15.5201
C -8.1570 -6.8243 16.1902
C -7.6481 -5.6370 15.8146
C -6.6998 -5.6539 14.8310
N -6.1584 -4.3635 14.4935
C -5.3117 -3.6321 15.3285
O -4.9143 -2.4885 15.1236
N -5.0207 -4.3518 16.5647
C -3.9086 -5.1374 16.7678
C -3.3242 -5.8470 15.7027
C -2.2995 -6.6914 15.9573
C -1.7451 -6.7475 17.2242
N -2.1675 -5.9376 18.2022
C -3.2712 -5.1696 17.9948
C -6.2285 -6.7833 14.1519
C -6.8323 -7.9991 14.4771
H -7.5139 -10.1498 15.9873
H -9.0826 -9.7834 15.3321
H -8.6941 -9.4175 16.9271
H -8.8139 -6.8459 17.0518
H -7.9781 -4.6729 16.1860
H -6.4625 -3.8799 13.6607
H -5.1647 -3.7889 17.4072
H -3.6912 -5.8020 14.7058
H -1.7966 -7.2917 15.2343
H -0.8584 -7.3514 17.3927
H -3.5794 -4.4492 18.7831
H -5.4896 -6.6575 13.3398
H -6.5324 -8.8837 13.9938
*
```

---

No. 7
Below is one molecule with the formula C8H16N2 in a non-equilibrium geometry, with properties calculated with ωB97M-V/def2-TZVPD.

HOMO energy, hartree: -0.311
Relative energy (zero: lowest compared OMol25 entry of this formula, charge and spin), kJ/mol: 240.1
LUMO, Ha: 0.037
Structure (SMILES): C=C=CCNCCCCN
Energy, eV: -11533.496

```
! RIJCOSX wB97M-V def2-TZVPD def2/J DEFGRID3
* xyz 0 1
C -2.9540 1.6129 0.0455
C -2.5784 0.3990 -0.2691
C -2.0819 -0.7713 -0.6096
C -1.4224 -1.6495 0.4117
N -0.0409 -1.1822 0.7026
C 0.8674 -1.4462 -0.3651
C 2.2889 -0.9141 -0.0752
C 2.5685 0.5249 -0.4201
C 1.8362 1.6364 0.3599
N 0.4372 1.7835 0.1262
H -2.2795 2.4543 -0.1068
H -3.9798 1.7196 0.3786
H -2.1725 -1.0936 -1.6483
H -1.2988 -2.7240 0.0642
H -1.9183 -1.5818 1.4056
H 0.2074 -1.5820 1.5959
H 0.5237 -0.9289 -1.2699
H 0.9444 -2.5202 -0.5479
H 3.0448 -1.5318 -0.5978
H 2.5285 -1.0906 0.9810
H 3.6529 0.6627 -0.2902
H 2.3691 0.6861 -1.5157
H 1.9893 1.4395 1.4360
H 2.3523 2.5882 0.2108
H -0.1083 1.0199 0.4984
H 0.2256 1.9212 -0.8633
*
```